C9H27N9O18 | ωB97M-V/def2-TZVPD

Results
- Total charge: 0
- E: -60000.442 eV

Geometry as XYZ:
```
63
Properties=species:S:1:pos:R:3:forces:R:3
C 0.360650 -2.524219 -2.986943 0.64 -1.31 0.35
N 1.007552 -2.660545 -1.585078 -1.05 0.69 -2.52
O 2.154878 -2.974047 -1.472850 1.55 -0.77 -0.55
O 0.334334 -2.378449 -0.646609 -1.41 0.37 -1.64
H 0.605754 -3.485178 -3.439250 -0.03 0.10 -0.21
H 0.848747 -1.728927 -3.550291 0.01 0.09 0.39
H -0.720139 -2.411492 -2.901607 0.41 0.16 0.27
C 0.558673 -3.874518 0.987103 0.95 0.11 0.83
N -0.642159 -3.165322 1.627580 2.24 -1.59 0.45
O -0.378354 -2.137712 2.253000 -1.42 -1.08 0.18
O -1.672544 -3.760956 1.592615 -1.14 0.38 0.01
H 1.276065 -3.083979 0.766868 -0.07 -0.89 0.61
H 0.294295 -4.355084 0.045149 -0.30 -0.32 0.77
H 1.021646 -4.543345 1.712665 -0.68 -0.27 0.20
C -0.539735 3.264729 -1.726295 0.35 4.02 -0.52
N 0.182237 4.436395 -1.143810 -0.47 1.47 0.81
O 1.315407 4.210845 -0.690549 -1.83 1.03 -0.68
O -0.430437 5.549873 -1.148964 2.06 -2.55 0.24
H -1.611820 3.460823 -1.743219 0.76 0.58 0.86
H -0.142363 2.382533 -1.224385 -1.65 2.41 -1.10
H -0.226156 3.267753 -2.770205 0.62 0.33 0.43
C -0.075109 -0.325850 0.518902 0.34 -0.04 0.44
N -0.013932 0.290126 -0.830761 0.98 0.46 2.08
O -0.510073 -0.252479 -1.792606 3.41 -1.14 -0.26
O 0.536516 1.379103 -0.890219 2.44 -4.20 0.53
H -0.805321 0.189396 1.142943 1.13 -0.46 -1.22
H 0.875120 -0.211630 1.040565 -0.25 0.02 -1.19
H -0.315393 -1.389025 0.514182 -0.39 2.42 -0.42
C -0.281631 0.651208 3.327557 -0.02 -0.41 0.89
N -0.370439 2.100932 3.106189 0.22 0.57 0.77
O -1.156739 2.519884 2.280898 0.33 0.23 1.86
O 0.294371 2.791744 3.845548 0.18 0.20 -0.19
H 0.656548 0.479987 3.855372 -0.54 0.07 0.03
H -0.308272 0.088048 2.394681 -0.07 0.64 1.65
H -1.139110 0.428873 3.962694 0.00 -0.17 -0.04
C -3.515673 1.917342 1.084049 -0.38 -0.66 1.32
N -2.294032 1.279359 0.475416 -3.71 1.02 -0.29
O -1.412694 2.033495 0.244843 -0.19 -0.32 -1.35
O -2.331525 0.073932 0.218496 -1.82 0.60 0.25
H -4.422006 1.781068 0.494045 0.47 0.05 -0.46
H -3.320607 2.941505 1.402066 0.18 -0.14 -0.68
H -3.701138 1.367812 2.006928 0.05 -0.19 -0.01
C 2.707981 0.051152 -1.080376 1.11 -0.82 0.07
N 2.865138 1.168999 -2.089307 0.45 0.39 0.88
O 2.524808 1.008465 -3.244258 -0.17 -0.38 0.17
O 3.371775 2.183450 -1.641421 -0.35 -0.71 -0.37
H 2.492147 -0.919862 -1.526075 -0.12 0.75 -0.52
H 1.968527 0.296550 -0.318091 1.44 0.19 -0.39
H 3.692744 -0.103384 -0.639391 -0.02 0.43 0.12
C 2.377047 -2.413152 3.085550 -0.90 1.38 -0.21
N 2.770433 -0.917661 2.898171 0.76 -1.08 -1.59
O 3.922390 -0.662953 3.122810 0.04 0.45 0.61
O 2.000490 -0.160607 2.283130 1.70 -1.15 1.75
H 2.443097 -2.730926 4.126108 0.25 0.37 -0.11
H 3.008963 -3.010309 2.428147 0.20 0.35 0.18
H 1.349130 -2.381194 2.724355 0.52 -0.42 0.51
C -2.639654 0.254067 -2.416132 -1.90 1.18 -1.96
N -2.319789 1.258598 -3.513637 0.56 0.94 -1.22
O -2.661745 1.051324 -4.673368 0.14 -0.33 1.28
O -1.723129 2.306473 -3.179709 -2.82 -3.95 -1.93
H -3.606195 0.627957 -2.078333 0.10 -0.19 0.40
H -1.770460 0.201304 -1.760517 -2.74 0.87 -0.35
H -2.759092 -0.732301 -2.864366 -0.13 0.21 -0.22
```
Positions in Å, forces in eV/Å.

***

C60H150BCdF4N10O4S | ωB97M-V/def2-TZVPD

Results
- Total charge: -1
- E: -114692.000 eV

Geometry as XYZ:
```
231
Properties=species:S:1:pos:R:3:forces:R:3
Cd -0.384126 1.349048 2.771347 0.29 -0.42 3.43
S -1.779662 3.500168 2.680216 -2.59 4.94 -0.18
O -2.557598 4.129217 1.622500 -0.03 -0.92 -0.03
O -1.755125 4.346646 3.857952 -0.18 -0.12 1.09
O -2.117369 2.111856 2.980859 -7.46 -1.36 1.70
O -0.418498 3.215279 2.283034 5.00 4.61 -3.08
B 0.178721 -0.259124 1.343039 -0.12 -2.86 -3.75
F 0.561674 -1.307178 0.504301 0.31 0.39 0.48
F 1.154250 0.457837 1.936032 6.65 -1.54 -0.44
F -0.467008 0.738421 0.664812 -1.48 0.08 -2.72
F -0.628174 -0.713975 2.352473 -1.29 -2.91 0.80
C 7.206364 -1.801977 4.000455 0.44 0.14 0.02
C 5.812662 -1.408383 3.541903 0.33 -0.38 -0.99
N 5.694058 -1.383195 2.067443 -0.46 0.82 -1.00
C 6.496816 -0.282953 1.454875 0.02 -1.67 -0.69
C 6.635637 -0.418776 -0.112021 -0.23 0.09 1.21
C 4.249610 -1.298605 1.632039 0.39 -1.15 0.76
C 3.462557 -2.508273 2.175228 -0.36 0.85 -0.13
H 7.517542 -2.637141 3.372945 0.33 0.09 -0.03
H 7.261987 -2.137092 5.036166 -0.48 -0.10 0.09
H 7.926966 -0.984436 3.978815 0.09 -0.02 -0.45
H 5.190930 -2.241939 3.868640 -0.48 0.59 0.24
H 5.543993 -0.419315 3.912932 -0.47 0.01 0.63
H 7.522392 -0.351661 1.817605 0.02 -0.28 0.20
H 6.174863 0.697995 1.804448 -0.49 0.39 -0.30
H 6.924619 -1.420202 -0.430974 0.26 -0.15 0.50
H 7.445507 0.265757 -0.364257 -0.23 0.09 -0.50
H 5.727358 -0.237241 -0.686628 0.02 0.54 0.15
H 3.740128 -0.386088 1.941619 0.12 0.42 0.32
H 4.090676 -1.338568 0.554427 0.84 0.10 -0.17
H 3.153301 -2.343275 3.207334 0.30 -0.27 0.18
H 2.515036 -2.567759 1.639723 0.05 -0.16 -0.23
H 4.027642 -3.431838 2.049503 -0.05 0.00 0.12
C -1.719503 -0.151491 5.579761 0.85 0.20 -0.12
C -0.730897 1.058349 5.598294 -0.59 -0.11 0.56
N 0.430167 1.011923 4.681927 0.89 -0.85 2.03
C 1.202963 -0.240104 4.881294 0.70 -0.30 -0.16
C 1.808426 -0.456315 6.257776 -0.47 0.56 0.11
C 1.224262 2.260871 4.880511 -0.18 0.24 0.00
C 2.385963 2.443899 3.902735 -0.04 0.22 0.47
H -2.308485 -0.235605 4.666450 -0.13 0.46 0.04
H -2.359478 -0.108070 6.461034 -0.23 0.34 -0.17
H -1.239853 -1.127092 5.658660 0.45 0.02 0.08
H -1.244434 2.001159 5.409923 -0.34 -0.13 -0.41
H -0.359146 1.224434 6.609395 0.17 -0.38 0.39
H 0.615304 -1.126567 4.642678 -0.48 0.30 -0.09
H 2.028678 -0.310209 4.173210 -0.07 0.49 -0.29
H 1.012789 -0.578150 6.992772 0.12 -0.28 0.17
H 2.449478 -1.337087 6.220299 -0.01 0.05 0.19
H 2.378111 0.421363 6.563124 0.27 -0.12 0.05
H 1.479634 2.382711 5.933155 0.60 -0.38 0.20
H 0.550015 3.106611 4.745528 -0.35 -0.07 -0.36
H 3.112903 1.632559 3.939979 -0.07 -0.09 -0.19
H 2.922200 3.358553 4.155629 0.00 0.04 0.23
H 2.019001 2.632478 2.893838 0.01 -0.33 -0.04
C -3.781773 3.487746 -4.424616 -0.77 0.06 0.36
C -4.919674 3.189239 -3.432533 0.29 0.30 0.84
N -4.459524 2.669070 -2.118301 -0.59 0.69 -0.10
C -3.701009 1.465205 -2.319476 0.73 -0.44 1.42
C -2.893479 1.022550 -1.056604 -1.06 -0.18 -0.96
C -5.539080 2.480131 -1.088156 0.23 0.87 -0.07
C -6.258498 3.810201 -0.742677 0.68 -0.17 -1.11
H -3.018735 4.082515 -3.922510 0.38 -0.45 0.06
H -4.178814 4.156220 -5.188553 -0.11 -0.17 -0.25
H -3.443494 2.565815 -4.897599 0.45 0.29 0.02
H -5.425489 4.145310 -3.297640 -0.17 -0.14 0.29
H -5.632431 2.493339 -3.875012 -0.32 -0.24 -0.30
H -4.332369 0.638940 -2.646217 -0.49 -0.51 -0.01
H -2.977142 1.545714 -3.130423 0.01 0.53 0.05
H -2.344530 0.164362 -1.444252 0.70 0.10 0.50
H -2.309059 1.831517 -0.618287 0.22 -0.19 -0.32
H -3.523911 0.641506 -0.253204 -0.19 0.01 -0.06
H -5.134565 2.090740 -0.153899 0.52 0.05 -0.24
H -6.258139 1.725962 -1.407946 -0.35 -0.21 -0.39
H -7.062639 3.768081 -0.008046 0.16 -0.41 0.02
H -6.671561 4.181616 -1.680509 -0.33 0.23 0.13
H -5.514322 4.541486 -0.427212 0.02 -0.07 0.19
C -1.970323 1.116588 -7.174248 0.17 -0.07 0.15
C -0.841758 0.410375 -6.405516 -0.99 0.90 0.46
N -1.086949 -1.007587 -6.272098 -0.94 0.04 -0.85
C -0.610723 -1.656060 -7.513097 0.13 -0.75 1.12
C -1.088467 -3.105552 -7.672640 0.47 -0.09 -0.09
C -0.519713 -1.613752 -5.087248 0.02 -0.44 0.89
C -1.131856 -1.195003 -3.732962 -0.52 0.59 -0.48
H -1.956837 1.053739 -8.262348 0.30 -0.01 -0.03
H -1.934971 2.158376 -6.855610 -0.23 0.16 -0.37
H -2.915733 0.678426 -6.854373 -0.03 0.10 0.13
H 0.144154 0.696774 -6.771643 0.44 -0.32 -0.50
H -0.875663 0.936539 -5.451516 0.01 -0.56 0.46
H -0.817204 -1.035886 -8.385361 -0.24 -0.02 0.16
H 0.468713 -1.698418 -7.367784 0.57 -0.04 -0.59
H -0.720428 -3.575549 -8.584652 -0.17 0.44 -0.47
H -0.586503 -3.743576 -6.945272 -0.40 0.11 0.47
H -2.170808 -3.224767 -7.623432 0.06 0.07 0.11
H 0.557042 -1.450573 -5.132672 0.52 -0.04 0.48
H -0.690703 -2.690226 -5.094990 0.17 -0.09 -0.50
H -0.640730 -1.575973 -2.837558 0.51 0.07 -0.36
H -2.153755 -1.557296 -3.620875 -0.20 -0.11 -0.39
H -1.212831 -0.110643 -3.657443 0.21 0.07 0.23
C 3.402401 -0.429033 -6.645854 -0.42 0.42 -0.31
C 3.549280 0.106592 -5.221923 0.00 -1.14 0.08
N 3.723381 -1.030408 -4.286151 -1.17 0.81 0.09
C 3.489562 -0.593348 -2.883278 -0.21 -0.35 -0.67
C 2.007934 -0.552615 -2.607695 0.06 -0.16 0.60
C 4.948525 -1.756974 -4.431856 0.45 -0.14 0.42
C 6.175463 -0.924851 -4.164378 0.90 -0.43 -0.21
H 4.191753 -1.149744 -6.859394 0.01 0.22 -0.25
H 3.367562 0.366990 -7.389649 0.71 0.28 0.01
H 2.448763 -0.899791 -6.884689 -0.08 -0.42 0.76
H 4.398192 0.785949 -5.145034 0.31 0.21 -0.16
H 2.685658 0.696823 -4.915499 -0.17 -0.19 -0.02
H 3.936568 0.375809 -2.661848 0.36 0.16 -0.06
H 3.914841 -1.325819 -2.197182 0.31 -0.11 -0.13
H 1.529641 0.332931 -3.026205 -0.25 -0.29 -0.25
H 1.828893 -0.531376 -1.532712 -0.05 0.16 0.13
H 1.607131 -1.505139 -2.954346 -0.35 0.30 -0.23
H 4.912652 -2.577487 -3.715205 -0.03 -0.04 0.20
H 5.105210 -2.268842 -5.381345 -0.56 0.17 -0.32
H 6.075190 -0.329079 -3.257126 0.18 0.08 -0.06
H 6.994801 -1.638325 -4.076455 0.34 0.14 0.35
H 6.456945 -0.311090 -5.020039 -0.21 0.33 0.07
C -0.197173 2.801761 -2.609859 -0.11 0.17 -0.15
C 0.334762 4.220272 -2.904355 -1.65 -0.77 -0.11
N -0.069038 5.184893 -1.859266 1.76 0.63 -1.57
C 0.251109 6.557866 -2.353999 -2.69 -0.05 0.61
C -0.834140 6.951093 -3.334180 -0.53 0.33 -0.36
C 0.714085 4.949823 -0.675919 0.22 -0.28 0.98
C 0.317039 5.777506 0.532770 -0.12 0.71 -0.15
H -0.331218 2.238201 -3.533185 0.41 -0.07 -0.27
H -1.214064 2.840280 -2.219305 0.15 0.28 0.36
H 0.431361 2.211688 -1.942866 -0.07 0.06 0.11
H 1.389033 4.174311 -3.177291 0.62 0.26 0.49
H -0.149780 4.508011 -3.837370 -0.13 0.25 0.01
H 0.073850 7.241323 -1.523601 0.36 -0.17 0.25
H 1.213648 6.834649 -2.784120 0.63 -0.81 0.08
H -0.872444 8.040159 -3.358269 0.22 0.11 -0.77
H -0.727528 6.466010 -4.304458 0.21 0.51 -0.26
H -1.843987 6.684940 -3.021963 0.15 -0.33 0.53
H 1.745191 5.202555 -0.922988 0.69 -0.24 0.10
H 0.665309 3.897474 -0.396163 -0.09 -0.07 -0.10
H 0.715188 5.345493 1.450883 -0.21 -0.02 -0.07
H -0.761276 5.917247 0.608962 -0.09 -0.55 0.16
H 0.703793 6.791592 0.432019 0.28 0.12 0.11
C -9.457232 -2.274790 5.294307 0.53 0.40 -0.06
C -8.329667 -2.322067 4.230472 -1.13 0.59 1.09
N -7.571688 -1.071232 4.239106 0.84 -0.56 0.86
C -6.376711 -1.241925 3.396861 0.60 1.57 0.95
C -5.252980 -0.219771 3.727933 -0.55 0.27 -0.06
C -8.322203 0.211495 4.142348 0.19 -1.62 -1.24
C -8.967475 0.350768 2.752427 0.23 0.62 -0.01
H -10.277711 -1.716847 4.843074 -0.28 -0.04 0.48
H -9.066447 -1.760472 6.172291 -0.07 0.41 -0.06
H -9.810049 -3.211148 5.726572 -0.01 -0.33 -0.71
H -7.675532 -3.160437 4.469924 0.23 0.16 -0.28
H -8.821728 -2.478489 3.270521 0.11 -0.41 -0.45
H -5.871356 -2.182578 3.615689 -0.65 -0.40 -0.03
H -6.652935 -1.212113 2.342865 0.25 -0.05 -0.37
H -5.525474 0.826888 3.592424 -0.07 -0.01 -0.54
H -4.968110 -0.227362 4.780016 -0.09 -0.56 0.14
H -4.358651 -0.433424 3.142598 -0.04 0.12 -0.12
H -7.658131 1.049334 4.354818 0.10 -0.16 -0.07
H -9.117530 0.224880 4.887590 0.19 -0.08 0.14
H -9.370087 1.360625 2.673768 -0.38 -0.06 -0.17
H -9.730554 -0.398461 2.541545 -0.23 0.10 0.31
H -8.260251 0.251120 1.929018 0.31 0.07 0.16
C 0.785047 -4.863962 -0.604727 -0.08 1.09 -0.40
C -0.619135 -5.313920 -0.243601 0.02 -0.68 -0.16
N -1.749923 -4.713362 -0.973509 1.32 -0.23 1.02
C -1.714142 -4.952121 -2.435057 -1.03 0.61 1.52
C -3.156214 -4.999734 -2.923073 0.39 0.01 -0.71
C -1.912817 -3.300289 -0.566584 -1.45 -0.10 0.58
C -2.161751 -3.071013 0.981786 0.83 -0.60 -0.69
H 1.096620 -5.100358 -1.622145 -0.13 -0.53 -0.06
H 1.521342 -5.253717 0.098159 0.03 0.09 -0.01
H 0.797678 -3.774147 -0.620065 0.34 0.21 0.47
H -0.600742 -6.399141 -0.343950 -0.56 -0.26 -0.31
H -0.781637 -5.174665 0.825184 -0.04 0.28 0.01
H -1.217078 -4.136758 -2.960623 0.44 0.03 -0.19
H -1.203162 -5.895887 -2.625552 0.03 0.03 0.03
H -3.086982 -5.331220 -3.959136 -0.52 -0.12 -0.18
H -3.789989 -5.659207 -2.330183 0.20 -0.10 -0.06
H -3.608334 -4.007966 -2.932145 0.02 0.02 0.07
H -2.834662 -2.980725 -1.052570 0.00 0.22 -0.18
H -1.120048 -2.648951 -0.934517 0.27 0.07 0.14
H -1.216372 -3.039365 1.523416 0.09 0.06 -0.05
H -2.728136 -3.883190 1.437491 -0.22 -0.18 -0.30
H -2.673379 -2.142101 1.233704 0.01 0.09 -0.48
C 4.660450 4.852166 -2.957180 0.65 0.10 -0.50
C 4.657060 3.308899 -3.088492 0.20 0.80 0.52
N 5.542860 2.668017 -2.142588 0.59 -1.78 1.06
C 5.097972 2.680629 -0.726430 -0.02 0.17 -0.79
C 3.599541 2.452345 -0.509215 0.28 0.41 -0.15
C 7.011766 2.941421 -2.274854 -1.94 0.16 -1.45
C 7.438862 2.929638 -3.758584 -0.13 0.97 0.59
H 5.593377 5.329967 -3.256281 0.26 -0.24 -0.48
H 4.622556 5.178097 -1.917745 -0.67 -0.29 0.16
H 3.877367 5.327994 -3.547488 -0.16 -0.04 0.18
H 3.619121 3.024080 -2.916279 0.11 -0.44 0.18
H 4.908557 2.876975 -4.057139 -0.04 0.68 -0.34
H 5.386651 3.651557 -0.323874 -0.07 0.30 0.57
H 5.626211 1.919398 -0.152317 0.29 0.06 -0.26
H 3.024110 3.290707 -0.901827 -0.12 -0.07 0.05
H 3.398755 2.402327 0.560959 -0.01 -0.05 0.05
H 3.229628 1.536355 -0.969870 0.10 -0.04 0.00
H 7.172512 3.962389 -1.928603 0.54 0.16 0.48
H 7.620456 2.218213 -1.732124 -0.36 0.04 0.32
H 7.033230 3.812746 -4.252222 -0.27 -0.02 -0.08
H 8.508606 3.138335 -3.772520 0.19 -0.66 -0.27
H 7.098775 2.065493 -4.329280 0.43 -0.20 0.23
C 0.786161 -4.038975 3.574631 0.20 0.01 -0.08
C -0.345774 -4.737718 4.343626 0.73 0.98 0.41
N -0.675758 -3.987051 5.574422 0.51 0.95 -0.13
C 0.372392 -3.949393 6.629782 -0.19 -0.14 -0.42
C 0.677866 -5.273223 7.343643 0.19 -0.22 -0.15
C -1.966083 -4.296068 6.114660 -0.99 -0.28 -0.22
C -3.177881 -3.846639 5.273818 0.15 -0.31 -0.19
H 1.667276 -3.894695 4.199864 0.23 -0.56 -0.11
H 0.630348 -3.027376 3.199815 -0.97 0.14 0.29
H 1.020873 -4.570144 2.652207 0.34 -0.42 0.19
H -1.182830 -4.860654 3.656369 -0.35 0.35 0.40
H -0.060500 -5.751788 4.623582 0.31 -0.38 -0.13
H 1.280474 -3.508307 6.218779 0.06 -0.22 -0.18
H 0.070857 -3.228303 7.389519 -0.36 0.09 -0.06
H 1.109766 -6.022339 6.680012 -0.27 -0.08 -0.24
H 1.432400 -5.182910 8.125065 -0.02 0.45 0.11
H -0.212510 -5.681410 7.821875 -0.04 -0.08 -0.10
H -2.128087 -3.801372 7.072335 0.47 -0.02 0.21
H -2.006345 -5.369090 6.302058 -0.43 -0.47 0.14
H -3.368557 -2.785860 5.436632 -0.02 0.00 -0.20
H -4.070593 -4.412532 5.540123 -0.04 0.07 0.45
H -3.099209 -4.047090 4.205299 0.40 0.22 -0.07
```
Positions in Å, forces in eV/Å.

***

C5H10NO2 | ωB97M-V/def2-TZVPD

Results
- Structure (SMILES): CC(=O)N(C)CC[O-]
- Total charge: -1
- E: -10931.167 eV

Geometry as XYZ:
```
18
Properties=species:S:1:pos:R:3:forces:R:3
C 1.680252 -1.839607 0.145651 -2.45 0.49 0.09
C 1.452049 -0.383869 -0.257897 1.97 0.61 1.85
N 0.425425 0.284754 0.367984 0.35 -0.81 -2.32
C 0.480374 1.723320 0.254599 -0.41 1.42 0.07
C -0.869389 -0.473120 0.493019 -0.89 2.07 1.67
C -2.364208 0.390136 0.359944 1.29 -1.98 -1.39
O -2.975806 0.126863 -0.783229 0.04 0.17 -0.32
O 2.393041 0.180884 -0.814982 -0.33 0.13 -0.53
H 1.152548 -1.977852 1.101178 0.49 -0.16 -0.07
H 1.060109 -2.399846 -0.546526 0.40 -0.74 -0.26
H 2.721249 -2.111241 0.181964 0.17 0.05 -0.26
H -0.380460 2.141900 -0.268225 -0.24 -0.22 0.20
H 1.320295 2.139798 -0.326858 0.01 -0.93 0.39
H 0.527418 2.187742 1.262786 -0.14 -0.23 -0.42
H -1.017758 -1.230888 -0.266238 0.33 -0.23 0.10
H -0.806267 -0.783190 1.549091 -0.50 -0.82 -0.38
H -2.054675 1.427706 0.458666 -0.22 0.64 0.85
H -2.914689 -0.066242 1.203179 0.10 0.57 0.74
```
Positions in Å, forces in eV/Å.

***

no.,HOMO-LUMO gap (eV)
1,8.3
2,7.6
3,6.4